[1]
C4H15NO2S | ωB97M-V/def2-TZVPD

Total energy, eV: -20799.7261
Total charge: +1
2S+1: 2
HOMO level (alpha / beta), eV: -14.06 / -13.69
Energy relative to the best compared isomer or geometry (same formula, charge and spin), kcal per mole: 66.76
Lowest unoccupied orbital energy (alpha / beta), Eh: -0.24323 / -0.24910
Frontier orbital gap (alpha / beta), eV: 7.45 / 6.91
⟨S²⟩: 0.75

```
23
Properties=species:S:1:pos:R:3:forces:R:3:nbo_charge:R:1
C -0.68422 0.69168 2.37339 -2.8 -0.7 1.1 -0.672
C -0.20875 0.21671 1.04264 4.4 0.8 2.6 0.361
C 0.56683 -1.11380 1.27368 -0.4 0.0 -0.4 -0.487
C 1.16512 -1.68414 -0.00105 -1.2 0.5 -0.6 -0.577
S -0.23987 -2.12735 -1.09655 0.4 -0.6 0.3 0.150
N 0.39392 1.20855 0.24178 -0.9 -0.7 0.2 -0.879
H -1.30895 -0.10601 2.84199 0.5 0.4 -0.2 0.231
H -1.36848 1.54709 2.34169 0.6 0.1 -0.2 0.258
H 0.13555 0.85957 3.09343 0.0 0.1 -0.8 0.279
H -1.16439 -0.04011 0.34946 -2.2 -0.6 -1.1 -0.080
H 1.42672 -0.88786 1.91290 -0.3 0.3 0.4 0.274
H -0.12584 -1.78677 1.80031 0.5 0.0 -0.1 0.248
H 1.73202 -0.84057 -0.42863 -0.1 -0.5 -0.4 0.252
H 1.84213 -2.53814 0.05659 -0.2 0.0 0.3 0.279
H -1.92025 -0.30994 0.06255 1.2 0.1 0.2 0.470
H 1.38652 1.35220 0.33738 0.1 -0.4 -0.5 0.422
H -0.11884 1.42458 -0.61268 0.1 0.8 -0.1 0.438
H 0.64382 -0.53477 -3.75465 -0.1 0.3 0.0 0.506
H 0.45515 -0.70107 -2.25190 0.3 0.4 -0.6 0.439
O 0.46751 -0.01804 -2.95251 0.3 -0.3 0.0 -0.936
H -0.78805 1.08991 -2.41833 -0.5 -0.1 -0.3 0.497
H -0.92804 2.55518 -2.25138 -0.4 0.4 0.1 0.486
O -1.35962 1.74311 -1.96010 0.8 -0.3 0.0 -0.959
```
Forces are in eV/Å.

=====

[2]
C4H15NO3 | ωB97M-V/def2-TZVPD

Total energy, eV: -12023.2896
Total charge: -1
2S+1: 2
HOMO level (alpha / beta), eV: 1.04 / -6.00
Energy relative to the best compared isomer or geometry (same formula, charge and spin), kcal per mole: 0.00
Lowest unoccupied orbital energy (alpha / beta), Eh: 0.13428 / 0.13026
Frontier orbital gap (alpha / beta), eV: 2.61 / 9.54
⟨S²⟩: 0.75

```
23
Properties=species:S:1:pos:R:3:forces:R:3:nbo_charge:R:1
N -0.27569 1.03316 -0.58242 -0.5 0.3 -0.2 -0.665
C -1.60191 0.74371 -1.15302 -0.5 0.1 0.3 -0.329
C -2.23122 -0.16873 -0.11207 0.1 -0.6 -0.1 -0.454
C -1.81402 0.51774 1.17991 0.1 -0.1 0.3 -0.414
C -0.36100 0.92433 0.90295 -0.2 -0.4 -0.4 -0.242
H 0.01763 1.94134 -0.91820 0.3 0.0 0.3 0.371
H -2.22611 1.64471 -1.22993 0.1 0.1 -0.1 0.147
H -1.51974 0.32024 -2.14664 0.1 -0.3 -0.2 0.188
H -3.30603 -0.36337 -0.20099 0.1 0.4 -0.1 0.199
H -1.75598 -1.15772 -0.16831 0.0 0.2 0.1 0.237
H -2.40286 1.41907 1.37756 -0.2 -0.1 -0.1 0.179
H -1.92238 -0.14696 2.04262 0.2 0.1 0.0 0.211
H -0.10643 1.84812 1.42100 0.2 0.0 -0.1 0.187
H 0.31939 0.11548 1.17827 0.0 0.2 0.4 0.206
H 1.83673 -1.03071 -2.01354 0.0 -0.1 -0.3 0.345
H 0.87902 -0.27029 -1.00989 0.2 0.2 -0.3 0.477
O 1.66295 -0.87936 -1.07236 -0.1 -0.1 0.5 -1.389
H 3.90093 0.63296 0.86888 0.1 0.2 0.1 0.441
H 2.80939 0.24421 -0.07966 -0.2 0.2 -0.3 0.498
O 3.20505 1.03490 0.33996 0.1 -0.3 0.2 -1.017
H 0.83171 -2.18925 -0.00429 0.0 0.1 0.0 0.494
H 0.45871 -3.51973 0.62453 0.0 -0.1 0.0 0.431
O 0.23508 -2.58467 0.66441 0.1 0.0 0.0 -1.100
```
Forces are in eV/Å.

=====

[3]
C4H15NO3 | ωB97M-V/def2-TZVPD

Total energy, eV: -12022.2844
Total charge: -1
2S+1: 2
HOMO level (alpha / beta), eV: 0.71 / -4.74
Energy relative to the best compared isomer or geometry (same formula, charge and spin), kcal per mole: 23.18
Lowest unoccupied orbital energy (alpha / beta), Eh: 0.10667 / 0.10461
Frontier orbital gap (alpha / beta), eV: 2.20 / 7.58
⟨S²⟩: 0.75

```
23
Properties=species:S:1:pos:R:3:forces:R:3:nbo_charge:R:1
C 0.71698 -1.58917 0.51155 0.8 0.2 -0.5 -0.677
C 0.43550 -2.24482 -0.87144 0.4 0.0 1.1 -0.455
C -1.00539 -2.13777 -1.28276 -0.1 -1.3 0.0 0.225
C -1.57749 -3.16757 -1.94076 -1.4 0.5 -0.7 -0.608
N -1.69884 -1.02107 -0.89003 1.1 -0.1 0.0 -0.829
H -0.14333 -1.48701 1.16844 -0.2 -0.3 -0.1 0.213
H 1.52055 -2.10390 1.04982 -0.2 0.0 -0.1 0.198
H 1.08510 -0.57842 0.35052 0.0 0.2 0.1 0.203
H 1.07027 -1.80929 -1.65974 -0.2 0.2 0.3 0.218
H 0.76746 -3.29405 -0.82811 -0.5 0.2 -0.1 0.204
H -1.28896 -4.20091 -2.02874 0.9 0.2 0.0 0.194
H -2.54462 -2.98673 -2.43043 0.1 0.0 0.5 0.167
H -1.18520 -0.21215 -0.55214 -0.2 0.2 -0.3 0.426
H -2.58585 -0.84076 -1.30260 -0.4 0.1 -0.2 0.377
H -0.00583 1.79564 0.28268 -0.2 0.0 0.2 0.373
H -0.48742 2.13808 -1.06957 -0.3 0.0 -0.1 0.340
O -0.84122 1.77905 -0.22872 0.5 0.0 -0.2 -1.250
H -2.15136 4.05608 4.98231 -0.3 -0.1 -0.7 0.456
H -1.13799 4.18841 6.00367 0.6 0.1 0.7 0.450
O -1.19789 4.10449 5.05849 -0.2 0.0 -0.1 -0.936
H 3.32895 3.43829 -1.40669 0.0 -0.3 0.1 0.372
H 4.85090 3.36172 -1.49905 0.4 0.4 0.0 0.440
O 4.07567 2.81187 -1.41673 -0.5 -0.1 0.0 -1.101
```
Forces are in eV/Å.

=====

[4]
C4H15NO3 | ωB97M-V/def2-TZVPD

Total energy, eV: -12022.0470
Total charge: 0
HOMO level, eV: -9.29
Energy relative to the best compared isomer or geometry (same formula, charge and spin), kcal per mole: 50.07
Lowest unoccupied orbital energy, Eh: 0.02338
Frontier orbital gap, eV: 9.93

```
23
Properties=species:S:1:pos:R:3:forces:R:3:nbo_charge:R:1
C 2.00044 1.23113 0.57615 -0.2 1.0 0.2 -0.423
N 1.03928 0.35358 -0.10607 2.4 -2.0 -0.3 -0.463
C 1.11711 -0.97240 0.60002 -1.4 0.2 -1.1 -0.423
C 1.45890 0.07932 -1.52059 -1.5 0.9 -1.4 -0.250
C 0.16365 -0.26461 -2.40363 2.2 1.9 3.0 -0.062
O -0.40752 -1.44132 -1.92284 -0.7 -0.7 -0.5 -0.718
H 1.76194 1.23827 1.65668 0.2 0.1 -0.6 0.203
H 3.08582 1.11335 0.43824 -0.1 -1.1 0.0 0.179
H 1.90122 2.23330 0.18758 -0.6 0.6 0.0 0.196
H 0.11261 -1.38485 0.52589 0.0 -0.2 1.0 0.188
H 1.55549 -0.91448 1.56685 -0.4 0.4 1.1 0.198
H 1.71438 -1.72063 0.12295 0.7 -0.2 -0.9 0.191
H 2.14110 -0.74667 -1.77388 0.3 0.1 1.1 0.184
H 1.89528 1.00747 -1.94956 -0.2 -0.4 0.3 0.188
H 0.57497 -0.32165 -3.39956 -0.7 -0.4 -0.6 0.182
H -0.40920 0.64579 -2.16734 -0.6 -0.4 -0.9 0.158
H -0.89191 -1.28945 -1.09707 0.2 0.2 -0.5 0.475
O -2.12982 1.60907 1.06860 -0.4 -1.0 2.0 -1.010
H -1.54900 1.22563 0.41350 0.0 1.0 -0.8 0.511
H -2.64702 2.40897 0.98136 0.6 0.0 -1.1 0.502
O -2.54995 -0.84564 2.82416 -0.5 -0.6 0.0 -0.972
H -2.56921 0.04540 2.46069 0.6 0.2 0.0 0.498
H -1.71775 -1.04502 3.25917 0.0 0.5 -0.2 0.469
```
Forces are in eV/Å.

=====

[5]
C4H15NO3 | ωB97M-V/def2-TZVPD

Total energy, eV: -12022.4847
Total charge: 0
HOMO level, eV: -7.73
Energy relative to the best compared isomer or geometry (same formula, charge and spin), kcal per mole: 39.98
Lowest unoccupied orbital energy, Eh: 0.00747
Frontier orbital gap, eV: 7.94

```
23
Properties=species:S:1:pos:R:3:forces:R:3:nbo_charge:R:1
C 1.92421 -0.63654 -1.08519 0.2 -0.1 1.9 -0.634
C 0.47533 -0.48834 -1.34384 0.6 0.7 2.6 -0.311
C -0.44187 -0.18301 -0.40725 -1.6 -0.9 -0.4 0.182
C -1.88232 -0.15187 -0.86920 -0.8 1.3 1.0 -0.653
N -0.23514 0.11047 0.92371 0.4 -0.2 0.0 -0.856
H 2.45271 -0.19201 -1.87392 1.0 0.4 -1.2 0.213
H 2.32040 -0.15653 -0.16602 -0.4 -0.2 -0.3 0.193
H 2.16821 -1.69244 -1.00148 0.3 -0.2 -0.2 0.211
H 0.28404 -0.57565 -2.35806 -1.2 -0.2 -1.6 0.201
H -2.32144 0.86603 -0.65163 0.5 -0.6 -0.8 0.198
H -2.69042 -0.77354 -0.44606 0.9 -0.4 0.5 0.215
H -1.83955 -0.43340 -1.89273 -0.4 0.3 -1.1 0.225
H 0.70029 0.25329 1.24167 0.1 0.1 -0.1 0.403
H -0.91085 0.07766 1.68188 0.0 0.0 -0.9 0.396
O -0.96344 3.34645 -2.01188 2.5 2.2 0.9 -0.928
H -0.50785 3.13584 -1.17907 -0.1 0.2 -0.4 0.469
H -1.58733 2.69011 -2.07087 -2.4 -2.5 -0.4 0.460
O -1.09922 -3.06496 1.67375 1.9 -0.5 2.2 -0.964
H -0.27902 -2.84825 2.27152 -2.5 -0.1 -2.3 0.481
H -1.29810 -2.39394 1.02025 0.7 0.5 0.1 0.484
O 1.60304 1.05080 2.60828 -0.6 4.2 -0.7 -0.933
H 1.96061 0.30378 2.95229 1.6 -3.7 1.7 0.464
H 2.16772 1.75606 2.98385 -0.6 -0.3 -0.4 0.485
```
Forces are in eV/Å.

=====

[6]
C4H15NO3 | ωB97M-V/def2-TZVPD

Total energy, eV: -12023.0918
Total charge: 0
HOMO level, eV: -9.77
Energy relative to the best compared isomer or geometry (same formula, charge and spin), kcal per mole: 25.98
Lowest unoccupied orbital energy, Eh: 0.02464
Frontier orbital gap, eV: 10.45

```
23
Properties=species:S:1:pos:R:3:forces:R:3:nbo_charge:R:1
C 2.25781 -0.98787 -1.97217 0.1 -1.1 -0.1 -0.370
C 1.98241 0.21405 -1.50661 0.3 0.1 0.1 -0.200
C 1.49965 0.45074 -0.10428 0.4 0.0 -0.3 -0.264
N 0.23504 1.17942 -0.10200 -0.3 0.4 0.6 -0.659
C -0.09993 1.84213 1.15871 -0.4 0.1 0.7 -0.425
H 2.62034 -1.17026 -2.97517 0.1 0.3 -0.1 0.201
H 2.15661 -1.90635 -1.37794 -0.2 0.5 0.0 0.199
H 2.19425 1.06591 -2.15326 -0.3 0.1 0.2 0.199
H 2.28637 0.95317 0.48919 -0.2 0.1 -0.2 0.184
H 1.35144 -0.53171 0.35320 -0.1 0.1 0.1 0.210
H 0.13058 1.86512 -0.83859 0.5 -0.2 -0.2 0.378
H -0.37048 2.88457 1.03047 0.1 0.2 -0.3 0.203
H 0.68037 1.83803 1.92539 0.3 -0.2 -0.4 0.192
H -0.97162 1.41083 1.64935 -0.1 -0.4 -0.1 0.194
O -1.63991 -0.74256 -0.86004 -0.2 0.0 0.2 -1.011
H -0.94279 -0.11318 -0.55095 0.1 0.0 -0.4 0.501
H -1.27003 -1.35117 -1.50355 0.2 0.1 0.1 0.486
O -3.74920 -0.89946 0.90859 0.2 0.2 -0.1 -0.971
H -3.05777 -0.94370 0.22026 -0.2 0.0 0.1 0.494
H -4.04489 0.01576 0.86531 -0.1 -0.1 0.0 0.457
O -0.32136 -2.09954 1.74811 0.0 1.0 0.1 -0.935
H 0.05156 -1.41097 2.31910 0.1 -0.5 0.1 0.456
H -0.97847 -1.56293 1.27687 -0.2 -0.5 -0.2 0.479
```
Forces are in eV/Å.

=====

[7]
C4H15NO3 | ωB97M-V/def2-TZVPD

Total energy, eV: -12014.6340
Total charge: 0
HOMO level, eV: -9.03
Energy relative to the best compared isomer or geometry (same formula, charge and spin), kcal per mole: 221.02
Lowest unoccupied orbital energy, Eh: -0.15265
Frontier orbital gap, eV: 4.88

```
23
Properties=species:S:1:pos:R:3:forces:R:3:nbo_charge:R:1
C 0.61282 -0.32768 0.33765 -0.2 0.9 0.6 -0.124
C -0.30668 -1.26449 0.60269 -0.3 0.4 -1.2 -0.035
C -1.37875 -1.08899 1.61809 1.0 -0.8 1.1 -0.659
O -1.91594 1.90545 0.25605 0.5 -0.1 0.8 -0.979
C 1.13268 -0.09530 -1.04824 0.1 -1.1 -1.5 -0.270
N 0.51459 0.60657 -2.06044 2.2 1.1 0.6 -0.539
H 2.34397 -2.54628 1.55659 0.1 -0.1 0.0 -0.014
H 2.52998 -1.82970 1.57595 0.1 0.0 0.0 0.014
H -0.50886 -2.07049 -0.09706 0.4 -0.1 -0.1 0.213
H -1.03859 -1.60948 2.53046 -0.1 0.1 0.0 0.239
H -2.26433 -1.61398 1.31050 -0.5 0.1 -0.2 0.234
H -1.57016 -0.06970 1.89567 -0.1 0.5 -0.1 0.262
H -2.37542 2.66715 -0.07240 -0.3 0.5 -0.2 0.464
H 2.01741 0.61212 -0.77625 0.7 0.8 1.1 0.385
H 1.44869 -1.04618 -1.48393 -0.4 -0.5 0.2 0.221
H -0.62451 0.33311 -2.02101 -2.9 -1.1 -0.6 0.411
H 0.60973 1.60646 -1.87150 -0.5 0.0 0.2 0.371
H -2.32821 -0.02394 -2.57704 0.3 0.2 -0.3 0.474
H -1.78786 1.32671 -0.50392 -0.4 -0.3 -0.4 0.494
O -1.82439 0.07349 -1.76332 1.2 0.2 0.4 -0.953
H 3.14913 2.38751 0.90632 0.0 0.0 -0.7 0.443
H 0.93353 0.47559 0.96194 -0.4 0.4 0.7 0.275
O 2.63116 1.59204 0.72318 -0.5 -1.0 -0.3 -0.929
```
Forces are in eV/Å.

=====

[8]
C4H15NO3 | ωB97M-V/def2-TZVPD

Total energy, eV: -12022.8378
Total charge: 0
HOMO level, eV: -8.39
Energy relative to the best compared isomer or geometry (same formula, charge and spin), kcal per mole: 31.83
Lowest unoccupied orbital energy, Eh: 0.01975
Frontier orbital gap, eV: 8.93

```
23
Properties=species:S:1:pos:R:3:forces:R:3:nbo_charge:R:1
C -0.32550 -2.99003 0.12117 2.3 0.1 2.3 -0.604
C -0.75538 -1.59884 0.63163 -1.8 -1.2 -0.1 -0.435
C 0.25513 -0.55728 0.46621 -0.9 1.8 -1.4 -0.360
C -0.00504 0.76165 0.38560 -1.5 1.0 0.9 0.023
N 0.86921 1.84322 0.57396 1.2 -0.7 -0.7 -0.826
H -0.11156 -3.00435 -0.93230 0.4 0.0 -0.4 0.203
H -0.96655 -3.79360 0.33663 -1.8 -0.6 0.0 0.217
H 0.55336 -3.41322 0.79488 -0.9 1.3 -1.7 0.199
H -1.75866 -1.34008 0.21535 0.7 0.0 0.0 0.208
H -0.93452 -1.63922 1.69623 -0.3 -0.5 0.5 0.206
H 1.18729 -0.93396 0.19392 2.0 -0.3 0.2 0.202
H -1.07606 1.18397 0.38478 1.5 -1.1 0.1 0.193
H 0.59934 2.64838 0.02220 -0.1 -0.1 -0.1 0.407
H 1.86489 1.63467 0.36659 -1.0 0.1 0.4 0.371
O 0.79565 0.70798 3.60439 0.0 0.1 0.2 -0.940
H 0.66343 -0.12986 3.17227 0.0 -0.7 0.0 0.461
H 0.59790 1.29535 2.87463 0.1 0.7 -0.3 0.477
O 0.09702 2.90748 -2.04145 1.6 0.5 2.2 -0.965
H -0.07310 2.24050 -2.66187 -0.8 -1.6 -1.2 0.492
H -0.30755 3.70038 -2.29804 -0.9 1.6 -0.8 0.469
O -0.70385 0.38904 -2.67146 0.7 -0.9 0.3 -0.970
H -0.41006 -0.11741 -1.85764 -0.2 0.9 -1.2 0.499
H -0.05539 0.20523 -3.37770 -0.4 -0.3 0.6 0.472
```
Forces are in eV/Å.

=====

Question: Which of these has the highest energy relative to the best compared isomer or geometry (same formula, charge and spin)?
Answer: number 7